[1]
Molecular formula: C19H35HgO25S5
Method: DFT, ωB97M-V with the def2-TZVPD basis set

Atoms and positions in Å:
Hg 15.716 0.765 17.932
C 18.003 2.754 15.670
O 17.235 2.204 16.691
H 18.882 2.110 15.656
H 17.501 2.778 14.702
H 18.303 3.795 15.790
C 17.375 5.626 10.249
C 18.443 4.584 10.325
O 18.496 4.201 11.716
S 17.848 5.389 12.689
O 18.883 5.966 13.540
O 16.674 4.877 13.383
O 17.483 6.365 11.422
H 16.376 5.220 10.091
H 17.660 6.249 9.401
H 19.397 4.961 9.957
H 18.222 3.587 9.943
C 20.389 1.337 12.978
C 21.140 2.382 12.146
O 20.955 2.175 10.790
S 19.992 0.829 10.466
O 20.598 -0.147 9.560
O 18.595 1.209 10.159
O 20.174 0.255 12.087
H 19.424 1.776 13.232
H 20.944 1.170 13.901
H 22.211 2.310 12.338
H 20.887 3.416 12.384
C 19.793 -1.946 17.253
C 20.203 -0.613 16.727
O 20.571 -0.972 15.463
S 19.614 -2.034 14.730
O 20.412 -2.960 13.942
O 18.388 -1.469 14.165
O 19.397 -2.804 16.140
H 19.016 -1.974 18.018
H 20.661 -2.409 17.721
H 20.920 -0.095 17.364
H 19.390 0.113 16.713
C 16.522 6.248 17.955
C 17.666 6.221 16.975
O 18.041 7.570 16.954
S 16.706 8.572 16.755
O 16.348 8.722 15.327
O 16.754 9.772 17.588
O 15.756 7.390 17.501
H 16.823 6.349 18.998
H 15.959 5.315 17.950
H 17.332 5.999 15.961
H 18.475 5.572 17.310
C 16.247 0.612 13.293
C 15.624 1.940 12.936
O 14.366 1.504 12.413
S 14.455 0.143 11.509
O 14.712 0.479 10.106
O 13.396 -0.822 11.813
O 15.834 -0.284 12.304
H 16.035 0.271 14.306
H 17.332 0.715 13.280
H 16.243 2.486 12.224
H 15.383 2.534 13.817
O 21.091 1.278 21.541
C 20.433 2.155 20.976
O 19.888 1.997 19.782
C 19.104 3.152 19.517
C 18.823 3.946 20.759
C 19.960 3.466 21.663
H 18.207 2.712 19.081
H 19.632 3.677 18.720
H 17.817 3.647 21.053
H 18.648 5.020 20.683
H 19.737 3.148 22.681
H 20.738 4.228 21.710
O 24.436 2.882 14.234
C 23.763 2.938 15.254
O 22.423 3.060 15.164
C 21.846 2.968 16.446
C 22.933 2.398 17.321
C 24.244 2.886 16.676
H 20.872 2.481 16.443
H 21.551 3.981 16.722
H 22.862 1.310 17.332
H 22.965 2.577 18.396
H 25.030 2.156 16.869
H 24.643 3.836 17.030

Calculated values
Multiplicity: 2
LUMO energy (spin up / spin down) in eV: -0.29 / -3.45
Maximum force in eV/A: 4.2
Kohn-Sham gap (spin up / spin down) in eV: 9.3 / 6.0

---

[2]
Molecular formula: C11H24NOS
Method: DFT, ωB97M-V with the def2-TZVPD basis set

Atoms and positions in Å:
C -1.282 -1.879 -1.458
C -1.713 -0.426 -1.660
C -2.584 0.233 -0.554
C -2.888 -0.570 0.726
C -2.236 -0.099 2.032
C -0.743 0.171 2.085
N -0.337 1.590 1.542
C 0.727 1.322 0.517
C 1.261 -0.023 1.009
C 2.041 -0.882 0.031
C 3.395 -0.351 -0.441
C 3.421 0.836 -1.407
S 2.512 0.569 -2.963
O 0.017 -0.674 1.307
H -0.499 -2.133 -2.173
H -2.107 -2.572 -1.628
H -0.885 -2.066 -0.461
H -2.281 -0.376 -2.589
H -0.827 0.186 -1.847
H -2.149 1.201 -0.277
H -3.538 0.502 -1.006
H -2.689 -1.630 0.582
H -3.960 -0.502 0.915
H -2.418 -0.836 2.816
H -2.734 0.815 2.377
H -0.398 0.183 3.124
H -1.119 2.136 1.182
H 0.065 2.108 2.324
H 1.413 2.161 0.472
H 0.235 1.159 -0.438
H 1.822 0.095 1.948
H 1.394 -1.115 -0.818
H 2.226 -1.824 0.551
H 4.024 -0.114 0.424
H 3.887 -1.184 -0.945
H 4.454 1.002 -1.715
H 3.103 1.774 -0.958
H 1.389 1.214 -2.626

Calculated values
LUMO energy in eV: -3.14
Maximum force in eV/A: 0.3
Relative energy (zero: lowest compared OMol25 entry of this formula, charge and spin) in kJ/mol: 0.00
Total charge: +1
Kohn-Sham gap in eV: 8.9

---

[3]
Molecular formula: C24H24NO6PS5SeTeV
Method: DFT, ωB97M-V with the def2-TZVPD basis set

Atoms and positions in Å:
V 0.328 0.855 -0.426
C -2.077 -2.420 -3.233
S -0.919 -2.178 -4.603
C -0.726 -0.430 -4.618
C -0.072 0.316 -3.702
S 0.685 -0.375 -2.278
S 0.096 2.011 -4.076
C -0.698 1.993 -5.611
S -0.900 3.326 -6.550
S -1.320 0.432 -6.013
H -2.253 -3.493 -3.181
H -3.012 -1.901 -3.420
H -1.637 -2.079 -2.298
O 0.753 -1.940 1.035
C 1.147 -1.065 0.377
O -0.435 2.189 -1.032
O -1.042 3.176 -1.547
C -5.161 -0.111 -1.622
C -4.018 0.374 -2.290
C -2.822 0.467 -1.641
C -2.678 0.111 -0.269
C -1.438 0.196 0.461
C -1.445 -0.128 1.791
C -2.610 -0.570 2.451
C -3.779 -0.701 1.768
C -3.844 -0.362 0.396
C -5.068 -0.472 -0.311
H -6.103 -0.195 -2.148
H -4.088 0.676 -3.328
H -1.973 0.832 -2.187
H -0.537 -0.036 2.370
H -2.562 -0.814 3.505
H -4.676 -1.059 2.260
H -5.936 -0.847 0.219
C -1.182 4.144 1.710
C 0.208 4.288 2.285
O 1.192 4.005 1.258
P 1.922 2.604 1.268
O 0.913 1.460 1.420
Te 2.978 2.199 -0.791
O 2.754 2.698 2.623
C 3.305 1.526 3.268
C 4.704 1.216 2.789
H -1.920 4.457 2.452
H -1.379 3.106 1.441
H -1.294 4.752 0.814
H 0.353 3.612 3.131
H 0.415 5.305 2.619
H 2.628 0.684 3.105
H 3.303 1.779 4.328
H 4.707 0.888 1.751
H 5.118 0.409 3.395
H 5.345 2.093 2.892
Se 3.340 -1.375 -0.164
C 3.349 -3.194 0.397
C 3.153 -3.547 1.728
C 3.154 -4.887 2.081
N 3.341 -5.886 1.222
C 3.527 -5.541 -0.052
C 3.533 -4.236 -0.510
H 3.004 -2.783 2.479
H 2.997 -5.173 3.116
H 3.676 -6.361 -0.748
H 3.673 -4.023 -1.561

Calculated values
LUMO energy (spin up / spin down) in eV: 1.28 / 1.28
Maximum force in eV/A: 0.6
Relative energy (zero: lowest compared OMol25 entry of this formula, charge and spin) in kJ/mol: 0.00
Total charge: -1
Kohn-Sham gap (spin up / spin down) in eV: 6.3 / 6.3

---

[4]
Molecular formula: C23H26ClIrN2O3PS3
Method: DFT, ωB97M-V with the def2-TZVPD basis set

Atoms and positions in Å:
Ir -1.842 -0.454 -0.609
Cl -1.932 1.799 -2.395
C -2.220 2.893 -1.054
C -3.104 3.937 -1.208
C -3.334 4.766 -0.116
C -2.695 4.537 1.093
C -1.803 3.480 1.223
C -1.548 2.650 0.139
P -0.401 1.251 0.185
C 0.171 1.110 1.889
C 1.429 1.579 2.260
C 1.838 1.479 3.584
C 0.998 0.912 4.530
C -0.256 0.439 4.160
C -0.672 0.531 2.842
C 1.019 1.816 -0.781
C 1.258 3.180 -0.948
C 2.348 3.609 -1.690
C 3.205 2.683 -2.267
C 2.980 1.325 -2.093
C 1.890 0.891 -1.352
H -3.607 4.097 -2.151
H -4.025 5.592 -0.216
H -2.893 5.180 1.940
H -1.303 3.301 2.166
H 2.089 2.020 1.524
H 2.811 1.851 3.874
H 1.322 0.833 5.559
H -0.912 0.000 4.901
H -1.648 0.160 2.555
H 0.595 3.911 -0.502
H 2.526 4.668 -1.818
H 4.047 3.020 -2.856
H 3.649 0.602 -2.540
H 1.713 -0.168 -1.230
O -2.759 -2.297 0.095
S -3.940 -1.403 0.430
O -5.090 -2.014 0.984
O -3.300 -0.262 1.171
S -4.038 -0.528 -1.401
C 2.272 -4.401 -1.860
N 0.969 -3.784 -2.125
C 0.584 -3.809 -3.536
C 0.401 -2.948 -1.232
S -0.503 -1.663 -1.973
N 0.557 -3.235 0.060
C 0.366 -2.286 1.147
C 0.620 -4.629 0.517
H 2.947 -4.122 -2.670
H 2.200 -5.488 -1.826
H 2.685 -4.033 -0.927
H 0.897 -4.768 -3.944
H 1.067 -3.004 -4.093
H -0.494 -3.718 -3.640
H 0.688 -1.301 0.842
H 0.997 -2.604 1.977
H -0.676 -2.253 1.472
H 0.393 -5.308 -0.297
H -0.135 -4.753 1.293
H 1.596 -4.869 0.939

Calculated values
LUMO energy (spin up / spin down) in eV: -4.49 / -4.51
Maximum force in eV/A: 1.5
Relative energy (zero: lowest compared OMol25 entry of this formula, charge and spin) in kJ/mol: 227.55
Total charge: +1
Kohn-Sham gap (spin up / spin down) in eV: 6.6 / 6.6

---

[5]
Molecular formula: C23H59Br15N9O3P3
Method: DFT, ωB97M-V with the def2-TZVPD basis set

Atoms and positions in Å:
C -8.741 22.208 8.524
Br -9.601 23.871 7.781
Br -7.472 21.316 7.345
Br -10.125 20.926 9.272
H -8.265 22.524 9.452
C -5.269 17.857 8.952
Br -5.144 18.468 10.845
Br -7.154 17.932 8.472
Br -4.517 16.009 8.899
H -4.656 18.556 8.384
C -7.164 25.206 12.034
Br -6.935 26.805 13.225
Br -9.088 24.936 11.528
Br -6.239 23.651 12.784
H -6.662 25.388 11.083
C -5.604 21.885 17.547
Br -5.780 23.547 18.580
Br -7.039 21.744 16.205
Br -5.805 20.342 18.747
H -4.642 21.968 17.041
C -13.100 21.515 15.852
Br -11.783 22.245 17.120
Br -13.057 22.586 14.076
Br -14.820 21.599 16.800
H -12.916 20.455 15.674
O -11.261 19.112 13.802
P -9.804 18.950 13.612
N -8.928 18.573 15.066
C -7.553 18.113 15.131
C -9.574 18.742 16.371
N -8.877 20.344 13.056
C -7.435 20.404 12.777
C -9.518 21.634 13.435
N -9.364 17.686 12.629
C -9.592 16.303 13.083
C -9.388 17.872 11.174
H -7.444 17.130 15.590
H -6.937 18.877 15.606
H -7.119 17.994 14.138
H -9.225 18.060 17.146
H -10.655 18.707 16.234
H -9.423 19.761 16.726
H -7.207 21.110 11.978
H -6.954 20.648 13.724
H -6.984 19.464 12.460
H -10.554 21.751 13.118
H -9.456 21.836 14.504
H -9.137 22.434 12.800
H -8.899 16.048 13.885
H -10.620 16.100 13.383
H -9.476 15.645 12.221
H -8.986 17.053 10.577
H -8.899 18.813 10.923
H -10.405 18.040 10.822
O -10.772 13.650 11.238
P -9.873 12.550 11.754
N -9.993 12.199 13.383
C -9.179 11.206 14.125
C -11.104 12.695 14.193
N -8.190 12.681 11.429
C -7.450 13.445 12.402
C -7.738 12.805 10.025
N -10.278 11.054 11.034
C -9.545 9.894 11.181
C -11.651 10.943 10.528
H -8.422 10.821 13.442
H -9.711 10.279 14.339
H -8.780 11.729 14.995
H -12.093 12.664 13.735
H -11.076 13.785 14.217
H -11.029 12.325 15.216
H -6.387 13.209 12.464
H -7.527 14.518 12.230
H -7.633 13.183 13.444
H -8.041 13.799 9.698
H -6.650 12.783 9.956
H -8.240 12.053 9.416
H -9.628 9.260 10.298
H -8.465 10.032 11.244
H -9.857 9.430 12.117
H -11.820 11.233 9.491
H -12.314 11.552 11.143
H -12.048 9.929 10.569
O -16.923 17.051 11.946
P -15.477 17.307 11.931
N -15.080 18.701 12.820
C -15.541 20.009 12.331
C -15.244 18.578 14.298
N -14.749 17.487 10.369
C -13.359 17.688 10.101
C -15.453 16.887 9.246
N -14.607 15.977 12.632
C -13.175 15.989 12.687
C -15.220 14.638 12.798
H -14.965 20.727 12.915
H -16.607 20.131 12.523
H -15.255 20.072 11.281
H -14.556 19.172 14.901
H -15.366 17.553 14.647
H -16.168 19.082 14.580
H -13.112 18.238 9.194
H -12.925 18.268 10.916
H -12.977 16.667 10.089
H -14.992 15.932 8.996
H -16.539 16.794 9.259
H -15.123 17.488 8.398
H -12.705 16.965 12.561
H -12.827 15.681 13.673
H -12.651 15.283 12.041
H -16.305 14.703 12.874
H -14.859 14.137 13.697
H -15.017 14.046 11.905

Calculated values
LUMO energy in eV: -0.78
Maximum force in eV/A: 4.1
Kohn-Sham gap in eV: 7.0

---

[6]
Molecular formula: CHF3O3S2
Method: DFT, ωB97M-V with the def2-TZVPD basis set

Atoms and positions in Å:
C 1.711 -0.224 -0.185
O -0.492 0.744 -0.583
O -0.568 -1.267 0.784
O -2.175 1.132 1.169
F 2.710 -0.409 0.605
F 1.801 0.981 -0.760
F 1.615 -1.139 -1.159
S -2.137 0.849 -0.278
S 0.094 -0.002 0.810
H -2.560 -0.665 -0.403

Calculated values
LUMO energy in eV: 0.15
Maximum force in eV/A: 3.0
Relative energy (zero: lowest compared OMol25 entry of this formula, charge and spin) in kJ/mol: 17.24
Kohn-Sham gap in eV: 10.7